# 1
Density functional theory data (wB97M-V/def2-TZVPD) for 10 unconnected molecules or ions with the total composition H20O10.

Last column: natural (NBO) charge in e.
Cartesian coordinates (Å):
O -0.543810 -2.888516 -0.611083  -0.965
H 0.313581 -2.795339 -0.173923  0.498
H -0.513125 -3.797953 -0.871963  0.479
O 1.728218 0.670501 2.807552  -0.957
H 1.097545 0.503477 2.094394  0.494
H 2.400469 1.158643 2.305426  0.439
O -0.468926 -0.425686 -2.047067  -0.958
H -0.596385 -1.273384 -1.633356  0.491
H 0.371879 -0.489676 -2.544497  0.465
O 2.561828 -2.491371 -0.950080  -0.943
H 2.190241 -2.048757 -1.726563  0.468
H 3.022314 -1.782422 -0.540938  0.479
O 2.648919 0.453967 -0.894693  -0.957
H 3.294681 0.616584 -0.155287  0.472
H 2.795000 1.284179 -1.316178  0.486
O -1.676445 -0.412091 3.061153  -0.930
H -2.029431 -1.057699 2.470171  0.469
H -2.328212 0.276311 3.237632  0.464
O 0.819715 2.720533 0.042672  -0.980
H 0.722795 1.763188 0.158217  0.487
H 1.071450 3.072291 0.915835  0.463
O -2.836940 1.926554 -2.046284  -0.966
H -2.838898 1.271866 -1.301068  0.481
H -3.326146 1.534065 -2.768062  0.460
O -2.378021 0.611899 0.247257  -0.918
H -2.491080 1.325781 0.838264  0.487
H -3.112116 0.077521 0.493636  0.481
O 0.262247 0.086883 0.645899  -0.990
H 0.499140 -0.236961 -0.215508  0.498
H -0.660488 0.345610 0.478442  0.504

Forces on the atoms, in the same order (eV/Å):
0.24 0.57 0.40
0.14 0.31 0.11
-0.28 -0.87 -0.46
0.73 0.61 -0.28
-0.43 -0.48 0.06
-0.02 -0.11 0.56
0.96 0.83 -0.75
-0.15 -1.09 0.19
-0.81 0.05 0.33
-0.95 -0.79 -0.81
0.11 -0.26 0.11
0.70 0.94 0.72
1.56 -0.37 1.65
-1.01 -0.79 -0.59
-0.46 1.17 -1.15
0.59 0.87 0.85
-0.54 -0.49 -0.56
-0.05 -0.41 -0.10
0.36 0.72 0.37
0.03 -0.03 0.21
-0.24 -0.33 -0.53
-0.17 -0.30 0.79
0.22 0.78 -1.18
-0.06 -0.16 -0.14
0.32 -0.56 -0.73
0.18 1.82 0.97
-0.89 -1.25 0.07
-0.61 0.13 0.28
0.58 -0.22 -0.78
-0.05 -0.29 0.37

Summary:
Frontier orbital gap ... 10.50 eV
Total energy ... -764.369115 hartree
Energy relative to the best compared isomer or geometry (same formula, charge and spin) ... 70.8 kcal/mol

# 2
Density functional theory data (wB97M-V/def2-TZVPD) for a molecular structure, C31H52BrFeN4P3.

Last column: Löwdin charge in e.
Cartesian coordinates (Å):
N 4.060012 0.712223 4.998342  0.068
C 2.820146 1.091156 5.306713  -0.124
C 1.716506 0.279938 5.029401  -0.016
C 1.910397 -0.957759 4.366680  -0.226
C 3.236047 -1.325199 4.039841  -0.009
C 4.277926 -0.456716 4.403718  -0.129
C 0.778009 -1.779847 4.014654  -0.021
Fe -0.766592 -0.322003 -0.694635  0.337
P -2.066139 -0.255403 -2.647381  0.895
C 0.836865 -2.957140 3.301436  -0.029
C -0.113627 -3.203072 2.249289  -0.211
C 0.204686 -3.991355 1.121761  0.005
C -0.518114 -3.826259 -0.061451  -0.131
C -1.640252 -2.984336 -0.064516  -0.581
C -2.091797 -2.344176 1.101659  -0.148
C -1.351021 -2.513746 2.276902  -0.018
Br -3.067664 -3.340363 -1.447177  0.869
H -0.179897 -1.325364 4.264097  0.108
H 1.588266 -3.729141 3.498860  0.134
H 0.722217 0.588800 5.370630  0.117
H 3.443317 -2.272725 3.556013  0.108
H 2.688455 2.068488 5.791392  0.119
H 5.310533 -0.729363 4.195452  0.115
H 1.039230 -4.699488 1.193749  0.140
H -1.718108 -2.104752 3.230667  0.129
H -0.224611 -4.321356 -0.990787  0.115
H -3.002050 -1.738928 1.067276  0.103
P 1.424158 -0.007808 -1.225268  0.892
C -3.744579 -0.204113 -1.852001  -0.422
C -4.957843 -0.662174 -2.664534  -0.137
H -3.865204 0.854678 -1.559597  0.067
H -3.684154 -0.792943 -0.918897  0.014
H -5.845934 -0.513716 -2.034370  0.094
H -5.094741 -0.076925 -3.578409  0.052
H -4.912396 -1.729934 -2.929886  0.048
C -1.452673 -1.702647 -3.654352  -0.429
C -2.240511 -2.074149 -4.903779  -0.132
H -1.465476 -2.560538 -2.940104  -0.030
H -0.396050 -1.500043 -3.927615  0.063
H -2.039011 -3.134714 -5.121356  0.092
H -3.324838 -1.930736 -4.792113  0.064
H -1.910490 -1.494693 -5.779661  0.088
C -2.104510 1.110077 -3.880735  -0.371
C -3.322050 1.141395 -4.810283  -0.122
H -1.178704 0.983090 -4.463079  0.079
H -2.023105 2.047958 -3.307864  0.070
H -3.118754 1.864802 -5.613838  0.095
H -3.523175 0.162491 -5.267326  0.062
H -4.231380 1.465809 -4.288571  0.072
C 2.253305 1.440405 -2.086456  -0.373
C 1.652119 1.867456 -3.414696  -0.126
H 3.291195 1.097218 -2.235848  0.104
H 2.308810 2.286789 -1.389225  0.044
H 2.203886 2.744359 -3.779232  0.095
H 1.737533 1.082120 -4.174137  0.079
H 0.595771 2.150452 -3.316150  0.045
C 2.011474 -1.316580 -2.404859  -0.386
C 2.177812 -2.702214 -1.806354  -0.125
H 2.973542 -0.957353 -2.803371  0.096
H 1.303164 -1.326258 -3.245851  0.048
H 2.458998 -3.407490 -2.598660  0.097
H 2.954741 -2.717339 -1.033510  0.078
H 1.254426 -3.060517 -1.343094  0.020
C 2.624717 -0.197725 0.196282  -0.351
C 2.987669 1.075317 0.952896  -0.122
H 3.523075 -0.632269 -0.260718  0.093
H 2.192624 -0.958227 0.868340  0.074
H 3.838611 0.889239 1.618801  0.087
H 3.266363 1.907801 0.294025  0.070
H 2.154114 1.407075 1.583156  0.033
C -1.707270 4.795359 0.383747  -0.143
N -2.597787 3.744186 0.951394  -0.148
C -2.213743 3.474167 2.363943  -0.144
N -0.775417 3.161240 2.522445  -0.141
C 0.053426 4.231545 1.898479  -0.139
N -0.291641 4.411329 0.482752  -0.139
C 0.060154 3.248695 -0.315105  -0.279
P -0.931018 1.707064 0.167995  0.924
C -2.596254 2.553165 0.109775  -0.316
C -0.453755 1.850402 1.992107  -0.299
H -1.863091 5.728611 0.960759  0.145
H -1.977837 4.917971 -0.671505  0.131
H -2.790707 2.610119 2.724785  0.132
H -2.434493 4.384198 2.952674  0.142
H 1.115394 3.956060 1.980936  0.135
H -0.154001 5.180878 2.420954  0.142
H -0.109721 3.460234 -1.377476  0.096
H 1.133757 3.039557 -0.174149  0.068
H -3.386126 1.863474 0.431153  0.090
H -2.795873 2.869391 -0.926890  0.089
H 0.629582 1.685335 2.100080  0.058
H -0.975685 1.074164 2.563782  0.089

Forces on the atoms, in the same order (eV/Å):
0.30 0.48 0.07
-0.26 -0.51 -0.27
0.04 -0.30 -0.06
1.23 0.30 1.17
-0.14 0.69 0.50
-0.92 -0.49 -0.20
0.00 -1.05 -0.70
-0.51 -1.54 -0.07
0.03 0.09 -0.86
0.16 0.32 1.59
-1.64 -0.25 -0.02
0.09 0.47 -0.05
-0.17 -0.11 0.17
-0.99 -0.38 -0.94
0.34 0.14 0.42
-0.17 0.41 -0.66
0.94 -0.27 1.50
0.03 0.24 -0.81
0.48 0.78 -0.65
0.30 -0.13 -0.27
0.04 0.12 -0.05
0.16 -0.49 -0.18
-0.12 0.12 0.07
-0.18 0.50 -0.27
0.24 -0.02 -0.72
-0.33 -0.21 0.53
0.09 -0.52 0.24
3.07 -0.25 -0.89
-0.02 -0.37 -0.21
-0.40 -0.13 0.13
0.16 -0.32 -0.21
-0.04 0.36 -0.37
0.13 -0.12 -0.26
-0.02 -0.31 0.34
0.03 0.42 0.11
-0.25 -0.39 0.72
-0.09 -0.26 -0.48
0.41 0.80 -0.83
-0.70 0.18 0.29
-0.21 0.36 -0.07
0.36 -0.23 0.01
-0.17 -0.15 0.31
0.36 0.05 0.41
-0.10 0.17 -0.26
-0.22 0.17 0.16
0.03 -0.12 -0.32
-0.14 -0.25 0.22
0.10 0.44 0.10
0.38 0.04 -0.19
-0.27 -0.01 0.43
-0.04 0.19 -0.16
-0.33 0.05 0.16
-0.06 -0.31 -0.42
-0.21 -0.23 -0.02
-0.06 0.12 0.12
0.20 -0.04 -0.04
0.11 0.37 -0.07
-0.04 -0.26 -0.02
-0.26 -0.15 0.07
0.34 -0.03 0.25
-0.01 0.09 0.27
-0.10 -0.04 -0.20
0.27 0.16 -0.20
-0.31 -0.38 -0.23
-0.08 0.21 0.27
-0.13 0.03 0.10
0.29 0.20 -0.06
-0.21 0.00 -0.12
0.03 -0.31 0.21
0.52 -0.08 -0.20
-0.22 -0.69 0.46
0.30 0.46 0.25
0.28 0.27 -0.54
-0.03 0.39 -0.22
-0.60 -0.43 -0.01
-0.07 -0.01 0.18
0.28 0.00 -0.27
-0.34 2.33 1.23
0.16 0.20 0.61
-0.29 0.05 0.25
0.09 -0.47 -0.47
0.06 0.24 0.23
0.04 0.40 0.04
0.02 -0.54 -0.24
-0.31 0.18 0.09
0.22 -0.44 -0.15
0.04 0.01 0.13
-0.52 0.10 0.02
0.09 0.11 -0.05
0.03 -0.24 0.21
-0.65 -0.07 -0.10
0.06 0.10 -0.02

Summary:
Frontier orbital gap (alpha / beta) ... 6.84 / 6.24 eV
2S+1 ... 5
Total charge ... +2
Total energy ... -6292.603001 hartree
Energy relative to the best compared isomer or geometry (same formula, charge and spin) ... 0.0 kcal/mol

# 3
Density functional theory data (wB97M-V/def2-TZVPD) for a molecular structure, C15H33MnN4Si.

Last column: natural (NBO) charge in e.
Cartesian coordinates (Å):
Mn -0.551671 0.413337 -0.112516  1.054
C -1.532930 -2.031947 2.250517  -0.425
C -1.191468 -2.444866 0.836173  -0.214
N -1.697096 -1.450043 -0.132878  -0.642
C -1.871760 -1.961167 -1.506458  -0.239
C -0.879973 -1.304185 -2.434750  -0.232
N -0.859114 0.149639 -2.246249  -0.646
C -1.976759 0.885031 -2.876155  -0.222
C -3.127157 1.229020 -1.933672  -0.426
C -2.827259 2.391512 -1.003430  -0.219
N -2.080544 1.997222 0.211218  -0.670
C -2.925872 1.444456 1.276610  -0.220
C -2.048689 1.125366 2.474663  -0.241
N -0.842045 0.366944 2.089713  -0.647
C -0.658865 -0.918850 2.785369  -0.213
H -1.406012 -2.898074 2.902217  0.246
H -2.594580 -1.757231 2.313394  0.195
H -1.629823 -3.423722 0.625499  0.199
H -0.110106 -2.526445 0.719279  0.218
H -2.606811 -1.161390 0.211472  0.375
H -2.892868 -1.769627 -1.838063  0.204
H -1.722642 -3.041067 -1.536249  0.221
H -1.116395 -1.570714 -3.469264  0.206
H 0.122793 -1.667761 -2.207538  0.228
H 0.015912 0.482293 -2.637682  0.407
H -2.368880 0.306041 -3.717105  0.204
H -1.577197 1.813943 -3.285628  0.214
H -3.432253 0.348590 -1.360109  0.193
H -3.988051 1.502217 -2.545839  0.244
H -3.757636 2.892019 -0.721011  0.201
H -2.216845 3.120865 -1.537786  0.213
H -1.653262 2.840695 0.586150  0.391
H -3.416649 0.543170 0.905265  0.179
H -3.721240 2.136907 1.571000  0.211
H -2.643009 0.564144 3.197943  0.218
H -1.750074 2.057469 2.959791  0.212
H -0.018081 0.922723 2.294379  0.403
H -0.845682 -0.799144 3.856838  0.198
H 0.388359 -1.196146 2.658222  0.226
C 5.139224 1.790068 -0.595841  -1.104
Si 4.470946 0.169319 0.022332  1.600
C 4.984589 -1.234985 -1.082794  -1.105
C 4.988557 -0.149444 1.779685  -1.106
C 2.629710 0.287545 -0.019476  -0.519
C 1.409751 0.374156 -0.049113  -0.533
H 6.232043 1.797354 -0.590978  0.242
H 4.790809 2.613418 0.031338  0.241
H 4.802451 1.976999 -1.617797  0.240
H 6.072270 -1.339048 -1.102245  0.243
H 4.642565 -1.066991 -2.106443  0.239
H 4.561594 -2.179987 -0.734060  0.238
H 6.076636 -0.207395 1.864909  0.243
H 4.571385 -1.092568 2.140566  0.237
H 4.639698 0.650313 2.436596  0.239

Forces on the atoms, in the same order (eV/Å):
-1.27 -0.17 -0.10
-0.01 -0.01 0.09
-0.01 -0.14 -0.11
0.27 0.49 0.28
0.01 -0.04 -0.09
0.14 -0.13 -0.14
0.53 0.57 0.37
-0.06 -0.17 -0.04
0.07 -0.06 -0.04
-0.09 0.14 0.12
-0.07 -0.30 -0.27
0.00 0.04 0.08
-0.08 -0.09 0.13
0.51 0.30 -0.50
0.07 0.06 0.13
-0.02 0.01 0.01
0.02 -0.05 0.02
-0.04 -0.01 -0.05
0.04 -0.02 -0.06
-0.05 -0.12 -0.02
-0.02 0.00 0.02
-0.07 -0.03 0.03
0.05 0.00 -0.04
0.04 0.01 0.00
-0.03 0.04 -0.04
0.06 -0.03 -0.04
0.00 -0.01 -0.03
-0.07 0.04 -0.04
0.00 -0.02 -0.02
-0.02 0.02 0.05
-0.02 0.05 0.03
0.18 -0.07 -0.04
-0.02 0.01 -0.01
-0.01 0.03 -0.02
0.08 0.01 0.09
-0.02 0.00 0.02
-0.03 -0.01 0.10
0.03 0.06 0.02
0.02 0.01 0.01
0.08 0.11 -0.04
-0.16 0.07 -0.01
0.04 -0.12 -0.09
0.07 -0.03 0.13
0.07 0.06 -0.02
-0.23 -0.52 0.10
-0.03 0.01 0.00
0.02 0.00 -0.03
0.02 0.02 0.02
-0.03 -0.01 0.00
0.02 -0.02 0.02
0.02 0.02 -0.02
-0.03 0.00 0.01
0.02 0.03 0.01
0.02 -0.02 0.00

Summary:
Frontier orbital gap (alpha / beta) ... 8.43 / 8.27 eV
2S+1 ... 2
Total charge ... +1
Total energy ... -2250.610809 hartree

# 4
Density functional theory data (wB97M-V/def2-TZVPD) for a molecular structure, C3H5ClLiO7.

Last column: natural (NBO) charge in e.
Cartesian coordinates (Å):
Li -18.259674 -15.673891 -5.917075  0.874
Cl -17.733696 -16.268807 -3.628012  -0.944
C -18.874963 -12.603738 -6.137855  -0.330
O -18.063637 -13.715521 -6.540221  -0.267
H -18.307647 -12.020937 -5.412183  0.223
H -19.123503 -11.806910 -6.838854  0.177
H -19.831946 -12.845843 -5.675606  0.202
O -21.585022 -17.278459 -4.889245  -0.755
C -21.307255 -16.644925 -6.060662  0.937
O -20.085378 -16.552549 -6.288753  -0.869
O -22.207830 -16.221515 -6.766640  -0.783
H -20.641450 -17.312855 -4.715804  0.501
O -16.302020 -14.849520 -8.634864  -0.729
C -16.274277 -16.114321 -8.268929  0.933
O -16.868290 -16.478178 -7.235073  -0.837
O -15.618629 -16.964119 -8.945193  -0.816
H -16.910695 -14.521155 -7.969064  0.484

Forces on the atoms, in the same order (eV/Å):
0.01 -1.34 -0.03
-0.08 0.37 -0.01
0.20 -0.62 0.13
-1.57 2.19 0.44
0.49 -0.38 0.47
0.52 -0.45 -1.13
0.20 -0.76 0.18
-0.26 -0.19 0.35
-0.48 0.92 -1.45
1.89 0.48 -0.10
-1.60 0.24 -0.42
0.73 -0.83 1.64
-0.23 2.02 -0.62
1.87 -5.81 -0.35
-1.45 1.49 1.35
-0.10 1.80 -0.51
-0.13 0.86 0.08

Summary:
Frontier orbital gap (alpha / beta) ... 6.67 / 4.38 eV
2S+1 ... 2
Total charge ... -2
Total energy ... -1111.837214 hartree